Record 1
Entry from OMol25: a 2-piece molecular cluster, C25H25BrF4IN2O5 overall (ωB97M-V/def2-TZVPD).

The LUMO energy is -4.448 eV. The calculation puts the total energy at -128549.3152 eV. The value obtained for the highest occupied orbital energy is -12.1 eV. For the gap between HOMO and LUMO, the calculation gives 7.6 eV. The total charge is +1.

Each line ends with the Löwdin charge.
Cartesian coordinates (Å):
C -4.467 5.197 -2.766  0.1301
C -3.812 4.206 -2.645  -0.1387
C -3.076 2.935 -2.702  -0.2024
C -3.177 2.178 -1.347  -0.1587
C -2.566 0.779 -1.574  -0.1316
N -1.982 0.174 -0.351  -0.0034
C -1.044 -0.694 -0.469  -0.5154
Br -0.521 -1.634 -1.989  1.0304
C -0.349 -0.824 0.926  -0.3159
C 0.546 -1.996 0.802  -0.1502
C 1.292 -2.929 0.771  0.1609
C 0.539 0.395 1.347  -0.0264
C 1.976 0.390 0.763  -0.2676
O 2.863 -0.264 1.628  0.0092
C 2.428 1.878 0.745  -0.6016
F 3.741 1.999 0.666  0.1735
F 1.871 2.539 -0.281  0.1447
F 2.058 2.479 1.884  0.1582
C -1.585 -0.775 1.869  -0.2101
C -2.312 -2.057 2.322  -0.6209
I -3.707 -1.620 3.949  0.9762
C -1.392 -3.187 2.858  -0.3001
C -1.471 -4.421 1.906  -0.0805
C -2.399 0.330 1.064  -0.0870
C -3.936 0.247 1.068  -0.4461
O -4.518 -0.428 0.270  0.1411
N -4.695 0.942 2.042  0.1534
C -4.142 2.217 2.385  -0.5160
O -3.998 3.147 1.675  0.2020
F -3.789 2.300 3.661  0.1505
H -4.993 6.100 -2.975  0.0375
H -2.025 3.096 -2.964  0.1228
H -3.500 2.307 -3.497  0.1283
H -4.240 2.050 -1.136  0.1209
H -2.646 2.786 -0.611  0.1202
H -1.746 0.890 -2.290  0.1035
H -3.295 0.095 -2.015  0.1419
H 2.020 -3.661 0.497  0.0749
H 0.093 1.348 1.039  0.1289
H 0.669 0.407 2.431  0.1523
H 2.013 -0.025 -0.252  0.1594
H 3.391 -0.849 1.058  0.0642
H -1.353 -0.251 2.803  0.1291
H -2.950 -2.423 1.512  0.0758
H -0.359 -2.858 3.003  0.1033
H -1.737 -3.555 3.823  0.0555
H -0.673 -4.440 1.164  0.0436
H -1.353 -5.315 2.530  0.0800
H -2.461 -4.515 1.452  0.0779
H -2.067 1.345 1.309  0.1530
H -5.597 1.124 1.603  0.1718
C 5.873 0.592 -1.688  0.0284
C 6.573 0.729 -2.811  0.0376
C 6.959 -0.450 -3.626  -0.3782
O 7.595 -0.329 -4.647  0.1327
C 6.533 -1.787 -3.139  0.0343
C 5.833 -1.921 -2.015  0.0215
C 5.450 -0.742 -1.207  -0.3500
O 4.807 -0.865 -0.178  0.0776
H 5.583 1.438 -1.079  0.1160
H 6.891 1.695 -3.181  0.1289
H 6.823 -2.635 -3.746  0.1278
H 5.515 -2.886 -1.643  0.1209

Record 2
Entry from OMol25: C25H25CdNOSi as an isolated structure (ωB97M-V/def2-TZVPD).

The LUMO energy is 4.652 eV. The calculation puts the total energy at -42308.0030 eV. The value obtained for the highest occupied orbital energy is 1.3 eV. For the gap between HOMO and LUMO, the calculation gives 3.4 eV. The total charge is -2. For the relative energy (zero: lowest compared OMol25 entry of this formula, charge and spin), the calculation gives 0.0 kcal/mol.

Each line ends with the Löwdin charge.
Cartesian coordinates (Å):
C 1.988 1.660 0.225  -0.2334
C 1.611 1.708 -1.154  -0.2716
C 1.851 0.410 -1.727  -0.2905
C 2.360 -0.439 -0.683  -0.2589
C 2.457 0.340 0.514  -0.2262
Cd -0.148 -0.002 -0.282  1.2931
N -0.895 0.598 1.886  -0.2661
C -2.110 1.169 1.365  -0.6324
C -1.900 1.363 -0.126  -0.3384
H 1.846 0.179 -2.784  0.0519
H 1.327 2.593 -1.707  0.0576
H 2.760 -1.437 -0.831  0.0656
H 2.908 0.018 1.440  0.0616
H 2.004 2.502 0.900  0.0606
H -1.508 2.368 -0.330  -0.0320
H -3.105 0.752 1.617  0.0510
H -1.097 0.028 2.718  -0.0880
H -2.771 1.087 -0.710  -0.0578
H -2.031 2.118 1.914  0.0232
O -0.460 -2.051 0.237  -0.4423
Si -0.930 -3.462 -0.301  0.3586
C 0.145 -4.635 0.690  -0.2006
C 0.188 -4.433 2.077  -0.0806
C 1.038 -5.201 2.887  -0.1030
C 1.892 -6.140 2.300  -0.1335
C 1.919 -6.283 0.907  -0.1173
C 1.058 -5.516 0.101  -0.0967
C -2.754 -3.673 0.102  -0.1965
C -3.189 -3.317 1.387  -0.0757
C -4.540 -3.441 1.749  -0.0993
C -5.476 -3.875 0.806  -0.1313
C -5.065 -4.166 -0.498  -0.1166
C -3.708 -4.058 -0.851  -0.0939
C -0.720 -3.745 -2.141  -0.2286
C -0.922 -5.007 -2.724  -0.1275
C -0.773 -5.190 -4.111  -0.1165
C -0.413 -4.111 -4.923  -0.1273
C -0.205 -2.852 -4.351  -0.0933
C -0.366 -2.671 -2.969  -0.0694
H -0.419 -3.655 2.549  0.0959
H 1.048 -5.039 3.967  0.0904
H 2.574 -6.723 2.926  0.0830
H 2.628 -6.970 0.441  0.0837
H 1.123 -5.604 -0.987  0.0871
H -2.484 -2.925 2.126  0.0967
H -4.858 -3.176 2.759  0.0911
H -6.534 -3.945 1.076  0.0843
H -5.801 -4.456 -1.252  0.0845
H -3.411 -4.268 -1.882  0.0865
H -1.199 -5.870 -2.109  0.1043
H -0.938 -6.176 -4.552  0.0856
H -0.293 -4.250 -5.999  0.0849
H 0.082 -2.008 -4.983  0.0953
H -0.210 -1.672 -2.546  0.0686

Record 3
Entry from OMol25: C25H25FN2O4 in the gas phase (ωB97M-V/def2-TZVPD).

The structure (SMILES) is O=C(COc1ccc2c3c(c(=O)oc2c1)CCCC3)N1CCN(c2ccc(F)cc2)CC1. The LUMO energy is -0.099 eV. The calculation puts the total energy at -40199.0689 eV. The value obtained for the highest occupied orbital energy is -8.0 eV. For the gap between HOMO and LUMO, the calculation gives 7.9 eV. The total charge is 0. For the relative energy (zero: lowest compared OMol25 entry of this formula, charge and spin), the calculation gives 455.9 kcal/mol.

Each line ends with the Löwdin charge.
Cartesian coordinates (Å):
O 0.820 3.732 -1.773  0.0951
C 1.248 3.342 -0.752  -0.5021
C 0.446 4.109 0.457  0.1352
O 0.023 2.982 1.541  -0.0688
C -0.930 2.197 1.093  -0.2813
C -1.263 1.418 2.219  0.0727
C -2.259 0.156 1.975  0.1027
C -2.850 -0.083 0.695  -0.1506
C -3.827 -0.927 0.435  -0.1670
C -4.475 -0.880 -0.725  -0.0255
C -3.864 -0.158 -1.706  -0.5245
O -4.518 -0.005 -2.753  0.0815
O -3.086 0.800 -1.517  0.1786
C -2.428 0.967 -0.288  -0.0988
C -1.554 1.914 -0.230  0.0883
C -5.469 -2.128 -1.201  -0.1295
C -6.196 -2.559 -0.088  -0.1101
C -4.860 -3.185 0.929  -0.1113
C -4.131 -2.053 1.532  -0.1493
N 2.225 2.530 -0.581  -0.0172
C 2.610 1.884 0.675  -0.0622
C 2.179 0.325 0.816  -0.1648
N 2.707 -0.427 -0.192  -0.0621
C 4.064 -0.796 -0.423  -0.1640
C 4.894 -0.559 0.682  0.0117
C 6.238 -1.214 0.825  -0.0511
C 6.552 -1.790 -0.177  -0.2208
F 7.770 -2.584 -0.023  -0.0500
C 5.680 -2.153 -1.376  -0.0388
C 4.555 -1.854 -1.429  -0.0565
C 2.400 0.358 -1.667  -0.0217
C 2.580 1.743 -1.789  -0.1044
H 1.028 4.577 1.116  0.0743
H -0.460 4.481 0.056  0.1138
H -0.817 1.359 2.975  -0.0327
H -2.495 -0.406 3.056  0.1597
H -1.246 2.675 -0.729  0.0504
H -6.077 -1.553 -1.762  0.0756
H -4.842 -2.828 -1.733  0.1354
H -6.708 -3.399 -0.386  0.0924
H -6.526 -1.819 0.391  0.0427
H -5.595 -3.606 1.819  0.1581
H -4.323 -3.751 0.358  0.0309
H -3.189 -2.464 2.034  0.1362
H -4.784 -1.312 2.127  0.1523
H 3.667 1.884 0.575  0.1015
H 2.116 2.250 1.544  0.1081
H 1.143 0.457 0.479  0.1195
H 2.667 0.000 1.690  0.1028
H 4.620 0.008 1.671  0.1334
H 6.893 -1.142 1.720  0.1525
H 6.109 -2.923 -2.188  0.1840
H 3.906 -1.822 -2.108  0.0512
H 1.179 0.166 -1.508  0.1934
H 2.664 -0.216 -2.283  -0.0141
H 3.595 1.980 -1.550  0.1399
H 2.191 2.299 -2.544  0.1051

Record 4
Entry from OMol25: a 2-piece molecular cluster, C25H25FNO overall (ωB97M-V/def2-TZVPD).

The LUMO energy is -5.683 eV. The calculation puts the total energy at -32577.4653 eV. The value obtained for the highest occupied orbital energy is -10.2 eV. For the gap between HOMO and LUMO, the calculation gives 4.5 eV. The total charge is +1.

Each line ends with the Löwdin charge.
Cartesian coordinates (Å):
C 4.267 -1.891 2.867  -0.0813
C 4.423 -2.715 1.740  -0.0826
C 3.309 -3.239 1.096  -0.0467
C 2.004 -2.924 1.541  -0.2538
C 0.835 -3.425 0.841  -0.0623
C -0.364 -2.749 0.832  -0.0657
N -1.379 -2.956 -0.042  -0.0912
C -2.410 -1.908 -0.094  -0.1187
C -3.627 -2.366 -0.884  -0.1738
O -3.237 -2.974 -2.121  -0.1215
C -2.443 -4.146 -1.924  -0.1671
C -1.154 -3.863 -1.160  -0.1226
C 1.859 -2.094 2.676  -0.0497
C 2.980 -1.585 3.329  -0.0775
H 5.144 -1.492 3.381  0.1064
H 5.424 -2.946 1.370  0.1093
H 3.421 -3.888 0.225  0.1145
H 1.000 -4.237 0.133  0.0992
H -0.566 -1.952 1.554  0.1302
H -2.695 -1.671 0.937  0.1295
H -2.009 -0.991 -0.568  0.1404
H -4.223 -3.052 -0.253  0.1282
H -4.224 -1.496 -1.191  0.1369
H -3.008 -4.931 -1.383  0.1172
H -2.205 -4.490 -2.942  0.1390
H -0.408 -3.451 -1.869  0.1465
H -0.764 -4.812 -0.772  0.1039
H 0.856 -1.867 3.036  0.1021
H 2.846 -0.944 4.204  0.1092
F -2.120 -8.045 -0.940  0.0565
C -2.056 -7.390 0.268  -0.2353
C -3.250 -6.993 0.862  0.0315
C -3.160 -6.230 2.036  -0.0406
C -1.931 -5.894 2.569  -0.0054
C -0.707 -6.287 1.949  -0.1898
C 0.501 -5.784 2.514  0.0928
C 1.830 -6.307 2.454  -0.1860
C 2.743 -5.888 3.471  0.0043
C 4.080 -6.244 3.437  -0.0444
C 4.575 -7.031 2.387  -0.0195
C 3.699 -7.483 1.394  -0.0430
C 2.348 -7.160 1.435  0.0115
C -0.800 -7.099 0.781  0.0632
H -4.203 -7.257 0.413  0.1358
H -4.077 -5.899 2.523  0.1222
H -1.872 -5.308 3.491  0.1277
H 0.348 -5.035 3.299  0.1303
H 2.358 -5.260 4.279  0.1291
H 4.751 -5.904 4.229  0.1219
H 5.633 -7.293 2.347  0.1229
H 4.071 -8.097 0.575  0.1195
H 1.692 -7.546 0.663  0.0908
H 0.078 -7.457 0.257  0.1057